No. 1
This record from OMol25 describes a structure of composition C22H14N3O6SSn. The level of theory is ωB97M-V/def2-TZVPD.

The geometry in ORCA input format:
```
! wB97M-V def2-TZVPD RIJCOSX def2/J DEFGRID3
* xyz -1 1
Sn -1.301 1.571 -0.529
O -3.761 -1.820 -1.086
C -3.171 -0.760 -1.169
O -2.723 -0.033 -0.200
C -2.965 -0.139 -2.546
C -3.392 -0.724 -3.722
C -3.220 -0.009 -4.901
C -2.664 1.259 -4.869
C -2.243 1.772 -3.650
N -2.389 1.059 -2.540
C -1.626 3.167 -3.484
O -1.740 3.929 -4.445
O -1.092 3.352 -2.357
H -3.846 -1.703 -3.684
H -3.531 -0.441 -5.845
H -2.547 1.872 -5.751
O 0.259 -2.258 -0.457
S 0.614 -0.865 -0.478
O 0.010 -0.043 -1.560
N 0.332 -0.007 0.789
C 0.469 -0.491 2.080
C 1.235 -1.573 2.455
C 1.352 -1.961 3.806
C 0.715 -1.278 4.800
C -0.093 -0.165 4.458
C -0.799 0.587 5.426
C -1.578 1.633 5.037
C -1.660 1.930 3.657
N -1.019 1.268 2.735
C -0.227 0.227 3.110
C 2.360 -0.805 -0.809
C 2.995 0.430 -0.862
C 4.352 0.484 -1.124
C 5.070 -0.689 -1.331
C 4.429 -1.917 -1.272
C 3.065 -1.979 -1.012
H 1.752 -2.151 1.702
H 1.966 -2.820 4.048
H 0.805 -1.574 5.838
H -0.712 0.312 6.471
H -2.130 2.227 5.754
H -2.290 2.747 3.316
H 2.424 1.335 -0.694
H 4.854 1.442 -1.169
H 6.131 -0.643 -1.540
H 4.989 -2.830 -1.433
H 2.540 -2.923 -0.964
*
```

The frontier orbital gap comes out at 0.2938 hartree. The calculation puts the energy above the lowest of the compared OMol25 structures with the same formula, charge and spin at 3.48 kcal/mol. Its calculated total energy is -2075.15643 Eh.

---

No. 2
This record from OMol25 describes a cluster of 2 separate species, H2O3PS in total. The level of theory is ωB97M-V/def2-TZVPD.

The geometry in ORCA input format:
```
! wB97M-V def2-TZVPD RIJCOSX def2/J DEFGRID3
* xyz -1 1
O 0.819 3.505 -1.604
O 1.016 1.435 -3.035
O 2.570 1.779 -1.072
P -0.746 0.471 0.319
S 1.277 2.064 -1.726
H 0.483 0.923 1.075
H -0.196 -0.505 -0.417
*
```

The frontier orbital gap (alpha / beta) comes out at 0.2313 / 0.2974 hartree. The calculation puts the energy above the lowest of the compared OMol25 structures with the same formula, charge and spin at 35.33 kcal/mol. Its calculated total energy is -966.44137 Eh.

---

No. 3
This record from OMol25 describes a cluster of 8 separate species, C28H79N7O8 in total. The level of theory is ωB97M-V/def2-TZVPD.

The geometry in ORCA input format:
```
! wB97M-V def2-TZVPD RIJCOSX def2/J DEFGRID3
* xyz -1 2
C -9.563 17.366 3.059
C -8.598 16.257 2.624
C -9.291 15.145 1.842
O -10.281 14.500 2.618
C -11.254 13.847 1.801
N -7.633 16.924 1.767
H -9.030 18.140 3.611
H -10.316 17.049 3.779
H -10.165 17.904 2.326
H -8.051 15.895 3.494
H -8.558 14.377 1.595
H -9.785 15.478 0.929
H -10.757 13.158 1.118
H -11.793 14.644 1.289
H -11.950 13.329 2.462
H -7.109 16.221 1.267
H -8.149 17.279 0.975
C -5.130 22.072 3.480
C -5.441 23.547 3.742
C -6.487 23.857 4.815
O -7.000 25.181 4.554
C -7.983 25.507 5.488
N -4.216 24.247 3.966
H -4.579 21.614 4.302
H -4.500 21.910 2.605
H -5.973 21.387 3.389
H -5.825 23.808 2.756
H -6.027 23.799 5.802
H -7.288 23.119 4.804
H -8.242 26.563 5.417
H -7.715 25.280 6.520
H -8.888 24.932 5.288
H -4.473 25.218 4.074
H -3.786 23.889 4.807
C -4.500 16.891 0.381
C -4.858 15.353 0.688
C -4.787 14.881 2.147
O -3.516 14.905 2.763
C -2.580 13.875 2.274
N -6.206 15.042 0.155
H -4.609 17.166 -0.668
H -3.480 17.059 0.726
H -5.180 17.521 0.955
H -4.205 14.808 0.007
H -5.151 13.854 2.162
H -5.509 15.536 2.635
H -2.444 13.941 1.195
H -2.924 12.873 2.534
H -1.649 14.068 2.808
H -6.111 14.042 0.042
H -5.988 15.295 -0.798
C -9.143 22.476 1.930
C -9.474 21.017 1.467
C -11.006 20.935 1.094
O -11.445 22.042 0.209
C -12.822 21.932 0.081
N -8.637 20.721 0.337
H -9.639 22.762 2.858
H -9.489 23.322 1.338
H -8.077 22.560 2.141
H -9.267 20.298 2.261
H -11.637 20.957 1.982
H -11.241 20.027 0.538
H -13.094 22.879 -0.384
H -13.440 21.713 0.952
H -13.090 21.236 -0.714
H -8.955 21.473 -0.258
H -8.819 19.886 -0.200
C -4.002 22.794 -1.862
C -4.783 22.580 -0.556
C -6.299 22.828 -0.768
O -6.510 23.958 -1.653
C -7.780 24.009 -2.304
N -4.606 21.191 -0.202
H -4.543 22.280 -2.656
H -2.997 22.382 -1.766
H -3.838 23.845 -2.103
H -4.378 23.226 0.224
H -6.808 22.967 0.186
H -6.812 21.994 -1.247
H -8.688 23.867 -1.718
H -7.743 23.200 -3.032
H -7.761 24.949 -2.856
H -3.638 21.137 0.080
H -5.236 21.022 0.570
C -6.023 17.742 5.133
C -4.821 18.698 5.123
C -3.705 18.124 6.046
O -4.377 17.690 7.272
C -3.498 17.002 8.157
N -4.452 18.920 3.787
H -5.795 16.827 4.587
H -6.873 18.141 4.580
H -6.382 17.423 6.111
H -5.107 19.611 5.646
H -2.963 18.889 6.278
H -3.258 17.288 5.508
H -3.960 16.567 9.043
H -2.694 17.684 8.434
H -3.075 16.209 7.541
H -4.052 18.128 3.304
H -5.271 19.185 3.258
C -10.614 19.310 -2.890
C -10.287 17.853 -2.642
C -9.952 17.456 -1.208
O -8.791 18.233 -0.667
C -7.538 18.008 -1.259
N -11.364 16.998 -3.166
H -9.680 19.870 -2.943
H -11.307 19.651 -2.121
H -11.012 19.414 -3.899
H -9.488 17.538 -3.313
H -9.763 16.394 -1.049
H -10.889 17.702 -0.710
H -7.423 16.924 -1.233
H -6.742 18.547 -0.746
H -7.562 18.446 -2.257
H -12.206 17.292 -2.692
H -11.244 16.021 -2.938
O -6.525 19.557 1.871
H -7.295 19.987 1.499
H -6.799 18.649 2.005
*
```

The frontier orbital gap (alpha / beta) comes out at 0.0671 / 0.3231 hartree. The calculation puts the energy above the lowest of the compared OMol25 structures with the same formula, charge and spin at 15.49 kcal/mol. Its calculated total energy is -2099.18318 Eh. As for the expectation value of S²: 0.75.

---

No. 4
This record from OMol25 describes a structure of composition C3H3I2NO. The level of theory is ωB97M-V/def2-TZVPD.

The geometry in ORCA input format:
```
! wB97M-V def2-TZVPD RIJCOSX def2/J DEFGRID3
* xyz 0 1
C -0.348 -0.912 1.747
C 0.828 -0.488 -0.411
C -0.489 -0.957 0.301
N -0.194 -0.859 2.866
O 1.761 -1.313 0.240
I -1.327 -2.925 -0.247
I 3.640 -0.751 0.259
H 0.967 0.607 -0.083
H 0.811 -0.603 -1.587
H -1.407 -0.178 0.115
*
```

The frontier orbital gap comes out at 0.3235 hartree. The calculation puts the energy above the lowest of the compared OMol25 structures with the same formula, charge and spin at 41.04 kcal/mol. Its calculated total energy is -841.41362 Eh.

---

No. 5
This record from OMol25 describes the ion C4H10NO2 with charge -1. The level of theory is ωB97M-V/def2-TZVPD.

The geometry in ORCA input format:
```
! wB97M-V def2-TZVPD RIJCOSX def2/J DEFGRID3
* xyz -1 1
C 1.565 -1.006 0.452
O 2.732 -1.014 -0.265
C 0.654 0.144 -0.251
C -0.814 0.103 0.295
C -1.436 1.258 1.002
O -1.656 -0.127 -0.758
N 0.827 0.077 -1.841
H 1.624 -0.658 1.438
H 1.202 -1.995 0.627
H 1.213 1.095 0.139
H -0.953 -0.884 0.842
H -0.863 1.782 1.776
H -1.678 2.152 0.313
H -2.378 0.912 1.374
H -1.719 -1.040 -0.878
H -0.037 -0.290 -2.236
H 1.717 -0.511 -2.028
*
```

The frontier orbital gap comes out at 0.2224 hartree. The calculation puts the energy above the lowest of the compared OMol25 structures with the same formula, charge and spin at 99.56 kcal/mol. Its calculated total energy is -363.56576 Eh.

---

No. 6
This record from OMol25 describes a structure of composition AsF6H28O14. The level of theory is ωB97M-V/def2-TZVPD.

The geometry in ORCA input format:
```
! wB97M-V def2-TZVPD RIJCOSX def2/J DEFGRID3
* xyz -1 1
As 0.347 -0.606 0.464
F 0.055 0.964 -0.106
F 0.612 -0.051 2.064
F 0.649 -2.222 0.998
F 0.033 -1.240 -1.137
F 2.021 -0.470 0.070
F -1.344 -0.777 0.797
O 4.717 -0.478 0.946
H 3.773 -0.290 0.840
H 5.097 0.352 1.248
O -2.745 1.458 1.887
H -2.450 0.567 2.103
H -2.398 1.608 1.001
O 1.158 1.306 4.445
H 1.478 2.078 3.967
H 1.063 0.626 3.763
O -2.808 0.837 -1.278
H -2.628 -0.071 -1.546
H -3.703 1.022 -1.589
O -1.289 -1.204 -3.556
H -0.503 -0.992 -3.033
H -1.794 -1.798 -2.991
O 0.044 4.936 -0.137
H 0.734 4.266 -0.060
H -0.623 4.558 -0.742
O -3.172 -2.783 0.423
H -2.426 -2.186 0.245
H -3.923 -2.209 0.613
O -1.845 3.430 -1.582
H -2.099 2.495 -1.461
H -2.127 3.649 -2.476
O 1.823 2.775 -1.878
H 0.870 2.729 -2.011
H 2.156 1.911 -2.174
O 0.545 -4.468 2.676
H 0.390 -4.992 1.883
H 0.925 -3.638 2.350
O 1.575 -2.870 -3.701
H 0.755 -3.130 -3.267
H 2.249 -3.435 -3.308
O -1.991 -3.185 3.089
H -2.356 -3.055 2.200
H -1.111 -3.569 2.929
O 0.914 3.189 1.913
H 0.000 3.395 1.689
H 1.119 2.387 1.416
O 2.760 0.119 -2.693
H 2.081 -0.414 -2.258
H 3.388 -0.524 -3.034
*
```

The frontier orbital gap comes out at 0.3599 hartree. The calculation puts the energy above the lowest of the compared OMol25 structures with the same formula, charge and spin at 6.65 kcal/mol. Its calculated total energy is -3905.39855 Eh.

---

Among the records above, which one has the lowest calculated total energy? AsF6H28O14

---

calculated total energy of number 5 (C4H10NO2)? -363.56576 Eh